No. 1
Here is a structure of composition C3H4LuO3 in a non-equilibrium geometry from the OMol25 dataset. Energies are from ωB97M-V/def2-TZVPD.

CARTESIAN COORDINATES (ANGSTROEM)
Lu -0.10 0.27 -1.46
O -3.02 -1.62 1.50
O -1.77 -0.68 -0.20
O 1.68 0.90 -0.28
C -2.44 -1.13 0.65
C 1.92 0.83 1.10
C 1.77 -0.30 1.78
H 2.26 1.77 1.52
H 2.27 1.54 -0.70
H 1.43 -1.24 1.33
H 2.15 -0.35 2.80

Net charge: +3
HOMO-LUMO gap in eV: 5.5921
LUMO energy in eV: -16.918

No. 2
Here is a structure of composition C25H42Cl2CuN4O2 in a non-equilibrium geometry from the OMol25 dataset. Energies are from ωB97M-V/def2-TZVPD.

CARTESIAN COORDINATES (ANGSTROEM)
Cu 0.62 -0.69 -0.07
Cl 0.99 -0.06 -5.59
Cl -1.74 -0.44 -4.65
O 0.25 -1.36 -1.98
O 0.66 0.78 -2.63
N 2.70 -0.47 0.02
N 4.55 0.76 -0.96
N 4.60 -1.65 -0.96
N 4.84 -0.52 1.13
C 0.30 0.96 3.11
C -0.06 2.89 1.68
C 3.17 -1.64 -0.80
C -2.15 -2.74 0.03
C 5.21 0.67 0.36
C -1.93 -1.28 0.18
C -2.72 -0.27 -0.36
C -1.94 1.99 3.29
C -2.85 -3.17 1.34
C 4.98 -0.44 -1.70
C -0.04 -0.80 -4.28
C -2.01 2.79 -1.45
C -2.36 0.99 0.26
C -0.89 -3.64 -0.05
C -3.03 -3.05 -1.15
C -0.99 -0.70 1.02
C -0.79 1.68 2.27
C -2.98 2.25 -0.35
C -4.30 1.88 -1.08
C 3.11 0.73 -0.72
C 0.32 -0.40 -2.86
C 5.24 -1.68 0.41
C -3.41 3.33 0.63
C -1.37 0.76 1.20
C 3.39 -0.53 1.33
H 0.01 -1.90 -4.48
H 6.33 -1.67 0.33
H -0.25 -3.56 0.81
H 2.51 0.78 -1.62
H 6.31 0.74 0.20
H -0.66 -1.33 1.84
H -4.00 2.85 1.41
H 3.05 0.36 1.86
H -5.01 1.27 -0.42
H -4.08 4.03 0.19
H 3.07 -1.42 1.85
H 5.03 -2.57 0.97
H -1.03 2.86 -1.02
H -4.16 1.23 -1.98
H -3.44 -0.41 -1.11
H 0.39 3.52 2.42
H 4.42 -0.44 -2.67
H 2.78 -1.54 -1.79
H 1.07 0.44 2.52
H -1.18 -4.70 -0.14
H -2.29 -2.84 2.22
H 0.78 2.51 1.06
H -2.59 -2.57 -2.07
H 0.76 1.64 3.78
H 6.05 -0.28 -1.89
H -2.37 1.07 3.71
H -3.77 -2.63 1.43
H -0.37 -3.32 -0.94
H -2.73 2.60 2.82
H -3.04 -4.15 -1.30
H -0.74 3.56 1.13
H -2.63 4.06 1.06
H -4.14 -2.67 -1.07
H -2.04 1.92 -2.15
H -0.21 0.18 3.71
H -1.51 2.60 4.13
H 2.82 -2.51 -0.28
H -3.04 -4.27 1.36
H 4.86 1.51 0.95
H -4.79 2.84 -1.39
H 2.83 1.59 -0.09
H -2.32 3.69 -1.98

Net charge: -1
HOMO-LUMO gap in eV: 6.1073
LUMO energy in eV: 2.568

No. 3
Here is a structure of composition C59H49CsF5N9O6STe in a non-equilibrium geometry from the OMol25 dataset. Energies are from ωB97M-V/def2-TZVPD.

CARTESIAN COORDINATES (ANGSTROEM)
Cs 0.24 0.17 0.52
Te -1.80 -0.43 -2.04
S 1.55 1.30 3.07
F -3.54 3.06 5.49
F 1.15 3.18 5.33
F -3.54 1.22 3.45
F -1.15 4.02 6.39
F -1.28 0.37 2.36
O -1.01 1.75 -1.75
O 0.89 -0.33 -1.71
O -2.88 -2.81 9.03
O -4.58 -3.72 8.13
O 2.88 2.61 -2.61
O 1.88 3.89 -1.03
N -1.50 -2.66 2.83
N 0.42 -3.89 -1.50
N 2.55 -4.43 2.89
N 2.27 -2.16 2.59
N 1.91 -5.87 1.11
N -3.51 -3.14 8.03
N 1.60 -3.55 0.91
N 2.96 -6.69 2.99
N -0.21 -1.34 4.80
C -3.09 -2.25 -2.30
C 1.22 1.66 -4.83
C 0.43 -0.67 5.72
C 3.92 0.13 -3.82
C -0.37 2.93 -1.51
C -2.38 2.63 4.94
C 3.22 -1.56 -2.27
C 3.05 3.76 -1.82
C -3.23 -3.37 4.36
C -2.70 4.41 1.85
C -0.16 5.25 -2.59
C 1.04 0.57 -3.99
C 1.49 -4.78 0.47
C 0.82 -4.98 -0.85
C -2.51 3.46 -0.35
C -3.00 -2.86 6.73
C -2.16 -3.24 1.85
C -0.55 4.20 0.79
C -0.04 -6.40 -2.56
C -3.68 -3.44 5.69
C -0.97 5.66 -4.83
C -1.33 4.33 -4.93
C -1.19 1.28 3.36
C 0.72 1.65 -6.13
C -1.17 3.11 5.40
C 1.12 2.67 -1.07
C -0.15 -0.55 -5.78
C -3.60 0.61 -2.65
C 0.39 -0.55 -4.51
C 0.62 -6.26 -1.36
C 4.37 -2.29 -2.55
C -0.47 -5.27 -3.23
C 0.07 1.76 3.77
C 4.27 3.64 -0.90
C -3.90 -3.99 3.29
C 5.06 -0.60 -4.10
C 2.13 -3.41 2.13
C 2.98 -0.34 -2.90
C -1.09 3.46 -3.87
C 2.08 1.71 -1.83
C -1.10 -1.32 7.43
C 3.19 4.96 -2.75
C -3.37 -3.92 2.03
C 2.45 -5.62 2.31
C -0.20 -4.03 -2.65
C -0.37 6.11 -3.66
C 0.01 0.57 -6.60
C -1.13 3.60 -0.33
C 1.64 0.40 -2.57
C 0.01 2.68 4.84
C -1.33 4.60 1.87
C 0.01 -0.61 7.05
C -1.81 -2.07 6.47
C -2.38 1.70 3.92
C -2.02 -2.70 4.06
C -1.32 -2.02 5.13
C -0.50 3.90 -2.70
C -3.30 3.84 0.73
C 5.29 -1.82 -3.47
H 5.77 -0.22 -4.83
H -1.80 3.95 -5.83
H -3.33 1.61 -2.96
H -0.22 -7.39 -2.98
H 6.18 -2.39 -3.70
H 0.55 -0.02 7.77
H -4.59 -3.98 5.91
H 0.38 -1.44 -3.90
H 5.16 3.47 -1.50
H 2.35 4.99 -3.44
H -1.16 6.35 -5.64
H 0.52 4.35 0.84
H 4.12 4.87 -3.31
H -0.67 -1.42 -6.15
H -0.51 -3.11 -3.14
H -0.87 5.04 2.74
H 0.28 5.62 -1.68
H 1.31 -0.12 5.38
H 2.74 1.31 -1.04
H 1.76 2.53 -4.47
H 4.37 4.56 -0.33
H -1.37 2.41 -3.94
H 2.37 -2.01 3.58
H -4.02 -2.07 -1.75
H -3.35 -2.46 -3.35
H -4.07 0.07 -3.47
H 4.13 2.81 -0.21
H 1.04 2.29 -0.05
H 2.68 -7.60 2.69
H 0.99 -7.11 -0.80
H 3.20 5.87 -2.16
H -4.83 -4.52 3.48
H -2.62 -3.14 -1.87
H 3.75 1.07 -4.32
H 4.54 -3.24 -2.05
H -4.37 3.67 0.69
H -3.30 4.68 2.71
H 0.89 2.51 -6.77
H -1.44 -1.30 8.45
H 3.16 -6.53 3.97
H 1.77 -1.44 2.09
H -3.87 -4.38 1.19
H -0.42 0.58 -7.60
H 2.49 -1.93 -1.56
H -4.29 0.66 -1.81
H -1.69 -3.19 0.87
H -1.00 -5.33 -4.17
H -2.96 3.01 -1.22
H -0.07 7.15 -3.57

Net charge: -2
HOMO-LUMO gap in eV: 3.5754
LUMO energy in eV: 2.102

No. 4
Here is the molecule C2H5N3O2S in a non-equilibrium geometry from the OMol25 dataset. Energies are from ωB97M-V/def2-TZVPD.

CARTESIAN COORDINATES (ANGSTROEM)
S 0.19 0.92 3.87
O 0.24 2.33 1.62
O 0.38 -0.03 1.36
N -0.45 -1.67 -0.46
N 0.38 0.37 0.07
N -0.17 -0.07 -2.14
C -0.09 -0.44 -0.85
C 0.25 1.39 2.35
H 0.46 1.40 0.01
H -0.62 -2.43 -1.10
H -0.39 -0.75 -2.85
H -0.37 -1.84 0.54
H 0.19 0.82 -2.43

HOMO-LUMO gap in eV: 8.0376
LUMO energy in eV: 0.020

No. 5
Here is a structure of composition C36H40F5N5RuSeSi2 in a non-equilibrium geometry from the OMol25 dataset. Energies are from ωB97M-V/def2-TZVPD.

CARTESIAN COORDINATES (ANGSTROEM)
Ru -0.34 -0.03 0.80
Se -2.18 -1.65 1.22
Si 0.22 -1.42 -2.62
Si 0.76 1.63 -3.67
F -1.28 -7.52 -0.03
F 0.60 -3.41 1.21
F -4.07 -3.79 0.40
F -3.75 -6.38 -0.14
F 0.88 -5.99 0.64
N -0.66 1.23 2.77
N 0.06 2.35 0.15
N -1.75 0.55 -0.76
N 0.72 -1.19 2.58
N 1.89 0.89 1.51
C 2.60 1.42 -3.33
C 2.76 -2.02 3.49
C 1.11 -1.89 -4.20
C 0.05 -1.93 3.48
C -0.18 0.40 -2.62
C 1.35 -1.79 -1.19
C -1.76 -3.48 0.82
C 1.66 4.13 0.17
C 2.32 1.69 0.36
C 1.78 1.66 2.75
C -1.84 1.22 3.40
C -2.45 1.30 -2.92
C 1.32 2.78 0.18
C 0.22 3.38 -3.28
C 0.35 2.03 4.77
C -0.91 3.27 0.12
C -2.84 -4.29 0.47
C -3.70 1.59 -2.45
C 2.73 -0.29 1.66
C 0.43 1.31 -5.48
C 2.07 -2.81 4.39
C -1.36 -2.40 -2.47
C 0.69 -2.75 4.40
C -0.87 2.02 5.42
C -0.52 -4.10 0.87
C -1.99 1.60 4.72
C -2.99 0.84 -0.31
C -3.98 1.35 -1.10
C -1.44 -6.23 0.24
C -2.69 -5.64 0.19
C 0.43 1.62 3.45
C -1.46 0.76 -2.07
C -0.34 -5.44 0.59
C 2.05 -1.22 2.62
C -0.66 4.63 0.12
C 0.65 5.07 0.14
H 0.97 -1.31 -0.27
H -1.88 -2.18 -1.54
H -3.18 0.65 0.74
H 2.70 4.42 0.20
H -1.92 2.90 0.08
H 3.17 1.49 -4.26
H 0.88 6.13 0.14
H -0.94 2.32 6.45
H -1.03 -1.87 3.43
H 2.85 -0.77 0.69
H 2.01 -1.30 -4.36
H 2.32 1.03 -0.51
H 2.36 -1.42 -1.37
H -0.61 1.52 -5.75
H 2.84 0.46 -2.89
H 2.53 1.31 3.47
H -1.49 5.33 0.10
H 0.10 -3.32 5.09
H -0.78 3.42 -2.84
H 2.02 2.70 2.55
H 2.59 -3.45 5.08
H -2.97 1.57 5.18
H 1.25 2.34 5.29
H -2.69 0.86 2.83
H 3.33 2.11 0.48
H 3.73 -0.03 2.04
H -4.95 1.56 -0.68
H 3.84 -2.01 3.48
H 0.48 -1.79 -5.07
H 1.42 -2.94 -4.14
H 1.41 -2.86 -0.99
H 2.97 2.20 -2.66
H 1.06 1.98 -6.08
H 0.20 3.98 -4.19
H -2.20 1.46 -3.95
H 0.91 3.86 -2.58
H -4.46 1.98 -3.11
H 0.65 0.29 -5.77
H -2.03 -2.19 -3.30
H -1.14 -3.47 -2.49

Expectation value of S²: 0.77
Net charge: +1
Spin multiplicity: 2
HOMO-LUMO gap (spin up / spin down) in eV: 4.7585 / 4.6788
LUMO energy (spin up / spin down) in eV: -3.991 / -3.857

No. 6
Here is a cluster of 12 separate species, C24H74F6N4O11P in total in a non-equilibrium geometry from the OMol25 dataset. Energies are from ωB97M-V/def2-TZVPD.

CARTESIAN COORDINATES (ANGSTROEM)
P 0.60 1.16 -1.11
F 1.14 0.35 0.21
F -0.06 2.01 -2.31
F 2.06 1.16 -1.84
F -0.88 1.09 -0.41
F 0.15 -0.21 -1.83
F 1.06 2.58 -0.41
O -2.36 4.50 7.39
O -1.19 4.36 -7.03
O 4.23 6.59 -2.23
O 9.27 4.37 -3.96
O 8.83 -3.52 -2.37
O -10.42 1.75 -1.91
O 2.46 -6.59 -0.58
O 0.53 10.35 -3.07
O 1.34 -0.17 -7.67
O -1.12 -3.19 5.94
O -2.88 -4.62 -5.27
N 7.15 -4.27 0.84
N -3.77 2.53 9.23
N -3.18 -2.53 3.96
N -7.39 2.73 -0.17
C -1.73 3.50 8.21
C -11.46 0.80 -1.66
C -9.36 1.50 -1.01
C -7.62 2.63 -2.56
C 10.74 2.72 -4.62
C -2.55 3.32 9.47
C 0.18 -2.89 6.28
C 7.79 -3.83 -1.47
C 9.28 3.08 -4.53
C -8.37 2.66 -1.23
C -1.18 -3.92 4.72
C 8.95 -5.52 0.03
C -5.10 -5.51 -4.94
C -2.65 -3.86 4.26
C 8.25 -4.17 -0.05
C -1.71 4.79 6.09
C -0.97 8.66 -2.19
C -2.89 -4.64 2.94
C 8.44 -3.47 -3.76
C -1.78 2.71 10.63
C -4.24 -4.23 -5.15
C 2.74 -8.97 -1.21
C -0.72 10.18 -2.43
C 2.35 -7.57 -1.58
H 1.27 -7.51 -1.73
H 0.60 0.44 -7.78
H 3.71 7.36 -2.45
H -0.92 8.05 -3.09
H -4.41 -3.50 -4.35
H 3.59 5.91 -2.03
H -3.22 -4.34 5.06
H 7.63 -2.81 -4.06
H -2.00 8.53 -1.84
H -0.67 5.04 6.30
H -2.30 -4.18 2.14
H 3.78 -9.03 -0.87
H 9.44 -5.49 1.00
H 2.79 -7.25 -2.52
H -4.99 -6.21 -5.77
H -6.82 1.90 -0.23
H 1.80 -5.92 -0.77
H -1.16 3.55 10.95
H -8.97 0.52 -1.29
H -12.12 0.67 -2.52
H 8.83 3.06 -5.52
H -8.38 2.62 -3.34
H -2.39 -3.82 -5.09
H -1.47 10.58 -3.12
H 2.53 -9.68 -2.01
H -1.62 2.55 7.70
H -1.10 3.90 -6.19
H -2.91 4.29 9.81
H -6.98 3.51 -2.71
H -2.61 -2.04 3.29
H -9.66 1.42 0.04
H 0.51 -2.01 5.74
H -4.28 2.61 10.09
H -4.31 2.84 8.43
H -3.95 -4.79 2.72
H -2.93 -1.94 4.74
H 8.98 -3.41 0.23
H 1.75 0.12 -6.85
H 6.46 -4.83 0.36
H 0.68 11.29 -3.20
H -8.88 3.63 -1.31
H -2.07 4.14 -7.33
H -1.22 1.84 10.28
H -2.25 5.62 5.63
H -0.76 -4.92 4.83
H -0.54 -3.46 3.96
H 8.27 -4.53 -3.97
H -0.69 3.71 8.45
H 11.18 2.63 -3.63
H 8.22 -6.33 0.04
H -4.48 -3.69 -6.06
H 8.71 2.48 -3.82
H 0.17 -2.65 7.34
H -0.77 10.67 -1.46
H -6.16 -5.28 -4.89
H -1.69 3.90 5.46
H -6.80 3.41 -0.63
H 11.32 3.45 -5.18
H 2.29 -9.45 -0.34
H 9.38 -3.22 -4.25
H 6.64 -3.41 0.73
H 11.00 1.76 -5.07
H 9.67 -5.70 -0.77
H -7.00 1.75 -2.70
H -11.09 -0.18 -1.33
H -0.32 8.16 -1.47
H 0.84 -3.75 6.19
H 7.08 -3.00 -1.41
H -4.82 -5.97 -3.99
H -2.51 2.43 11.38
H -2.37 -5.59 3.07
H -12.05 1.23 -0.86
H 8.34 4.58 -3.83
H 7.21 -4.64 -1.91

Net charge: -1
HOMO-LUMO gap in eV: 9.7600
LUMO energy in eV: 2.037

No. 7
Here is a cluster of 3 separate species, C3H14N2O2 in total in a non-equilibrium geometry from the OMol25 dataset. Energies are from ωB97M-V/def2-TZVPD.

CARTESIAN COORDINATES (ANGSTROEM)
O 1.14 -0.85 2.49
O 2.31 0.91 4.54
N -2.20 -1.04 -2.70
N 1.16 0.23 -0.39
C -0.09 0.96 -0.17
C -1.34 0.46 -0.94
C -1.11 -0.20 -2.30
H -1.79 -0.27 -0.26
H 2.06 -1.10 2.60
H 2.78 0.15 4.90
H -0.19 -0.78 -2.25
H 1.04 -0.77 -0.27
H -2.63 -0.85 -3.59
H 0.11 2.01 -0.36
H 1.17 -0.42 1.62
H 1.53 0.34 -1.32
H -0.29 0.90 0.90
H -0.90 0.57 -3.04
H 1.52 0.56 4.10
H -2.10 1.22 -1.06
H -2.16 -2.02 -2.50

HOMO-LUMO gap in eV: 9.7232
Structure (SMILES): NCCCN.O.O
LUMO energy in eV: 0.774

No. 8
Here is a cluster of 2 separate species, C9H13IP in total in a non-equilibrium geometry from the OMol25 dataset. Energies are from ωB97M-V/def2-TZVPD.

CARTESIAN COORDINATES (ANGSTROEM)
I 3.37 0.85 0.11
P 2.03 -1.10 0.26
C -1.77 0.49 0.14
C -0.69 3.03 0.27
C 2.94 -2.47 1.12
C -2.33 1.51 -0.58
C 1.80 -1.89 -1.44
C -0.68 0.65 1.02
C -0.21 -0.37 1.81
C -0.17 1.94 1.03
C -1.73 2.78 -0.54
H -3.15 1.37 -1.17
H 1.10 -1.37 -2.13
H 2.30 -3.14 1.56
H -0.28 4.01 0.49
H 0.48 -0.24 2.65
H 3.55 -3.10 0.57
H 1.59 -3.00 -1.43
H -2.25 3.56 -1.14
H 2.92 -1.88 -1.80
H 3.45 -1.93 1.93
H 0.59 2.19 1.76
H -0.77 -1.38 1.81
H -2.32 -0.54 0.12

Net charge: +1
HOMO-LUMO gap (spin up / spin down) in eV: 6.7238 / 6.7247
LUMO energy (spin up / spin down) in eV: -5.463 / -5.463